(1)
A 2-piece molecular cluster, C10H23BrN3O overall, computed with the ωB97M-V functional and the def2-TZVPD basis.

The calculation puts the calculated total energy at -87302.730 eV. The calculation puts the LUMO energy at 3.009 eV. The calculation puts the energy above the lowest of the compared OMol25 structures with the same formula, charge and spin at 0.0000 eV. The value obtained for the HOMO-LUMO gap is 6.18 eV. Its net charge is -1.

Last column: Mulliken charge in e.
CARTESIAN COORDINATES (ANGSTROEM)
C 0.424269 1.365925 1.434814  -1.069
C 1.452400 0.352178 0.932874  -0.187
C 1.930918 0.340654 -0.555448  -0.386
Br 0.382385 1.399272 -1.678190  -0.553
N 3.127509 0.838858 -0.843622  -0.513
C 4.155574 -0.122249 -1.019748  -0.766
C 5.099098 -0.260969 0.188821  0.632
C 5.543344 -1.651561 0.599933  -1.104
N 5.506830 0.742840 0.854812  -0.767
H -0.607248 1.096300 1.187385  0.059
H 0.611290 2.347944 0.993390  0.363
H 0.492333 1.465326 2.525676  0.419
H 1.105843 -0.666826 1.156496  0.312
H 2.383317 0.511944 1.490777  0.235
H 1.748283 -0.674790 -0.967268  0.426
H 3.781634 -1.138300 -1.278733  0.360
H 4.829719 0.165750 -1.853989  0.308
H 5.094022 -1.891153 1.570482  0.231
H 6.630728 -1.695345 0.721327  0.313
H 5.237187 -2.419858 -0.113955  0.326
H 5.011262 1.557061 0.468896  0.388
C -4.246472 -1.423955 -1.164632  -1.460
C -3.590212 -1.074718 0.170064  0.341
C -4.071261 0.249705 0.780402  -0.780
O -3.549759 1.420923 0.195978  -0.353
C -4.098659 1.799128 -1.044830  -0.641
N -2.145320 -1.154997 0.006562  -0.636
H -3.779798 -0.868288 -1.978242  0.287
H -4.108410 -2.484348 -1.374448  0.362
H -5.316604 -1.204524 -1.161357  0.350
H -3.888653 -1.841682 0.897027  0.438
H -3.728519 0.289493 1.817556  0.341
H -5.172836 0.277646 0.785165  0.472
H -5.176844 1.592197 -1.080532  0.320
H -3.616065 1.294825 -1.885457  0.210
H -3.936539 2.870697 -1.151067  0.238
H -1.684772 -1.056315 0.905791  0.282
H -1.829976 -0.348787 -0.532709  0.201

Cartesian forces, eV/Å:
0.0 0.1 0.1
-0.2 0.4 0.0
0.8 -0.9 0.6
-0.8 0.2 -0.6
0.1 0.4 0.7
0.1 -0.2 -0.7
-0.1 0.1 0.1
0.2 0.0 0.0
-0.3 -0.2 -0.2
0.2 0.0 -0.1
0.0 -0.1 0.1
0.0 -0.1 -0.1
0.0 0.1 0.0
-0.1 -0.1 -0.1
-0.1 0.1 0.0
-0.1 0.1 0.1
0.0 -0.1 0.1
0.0 0.0 -0.1
-0.1 0.0 0.0
0.0 0.1 0.0
0.1 0.0 0.1
0.0 0.0 0.0
0.0 0.0 0.0
0.0 0.0 0.0
0.0 0.0 0.1
0.0 0.0 0.0
0.0 0.1 0.1
0.0 0.0 0.0
0.0 0.0 0.0
0.0 0.0 0.0
0.0 0.0 0.0
0.0 0.0 0.0
0.0 0.0 0.0
0.0 0.0 0.0
0.0 0.0 0.0
0.0 0.0 0.0
0.0 0.0 0.0
0.2 -0.1 -0.1

(2)
C10H23MnN2O5P2S2 as an isolated structure, computed with the ωB97M-V functional and the def2-TZVPD basis.

The calculation puts the calculated total energy at -95526.075 eV. The calculation puts the LUMO energy (spin up / spin down) at -3.299 / -3.084 eV. The value obtained for the HOMO-LUMO gap (spin up / spin down) is 8.36 / 8.63 eV. Its net charge is +1. As for the spin multiplicity: 2.

Last column: Mulliken charge in e.
CARTESIAN COORDINATES (ANGSTROEM)
Mn -0.493464 -0.225727 -0.559147  0.290
C 2.971236 -2.934227 2.952153  -1.020
C 3.408236 -2.542627 1.554653  -0.301
O 3.196036 -1.137427 1.342853  -0.226
P 1.926136 -0.500127 0.653253  1.408
S 1.628436 -1.197327 -1.222547  -0.492
S 0.226936 -0.585927 1.786053  -0.508
O 2.372336 1.021673 0.532053  -0.318
C 2.495736 1.873673 1.693453  -0.240
C 3.947736 2.054073 2.087853  -1.193
H 3.235736 -3.969627 3.140453  0.409
H 1.895936 -2.816827 3.069153  0.241
H 3.469236 -2.302327 3.684253  0.279
H 2.874936 -3.110527 0.787653  0.318
H 4.482436 -2.681927 1.410153  0.300
H 1.911836 1.446473 2.516453  0.367
H 2.052236 2.828273 1.397453  0.312
H 4.379536 1.108373 2.404253  0.253
H 4.011336 2.763073 2.910053  0.393
H 4.521536 2.435273 1.246653  0.310
N 0.683436 3.707173 -1.905647  -0.040
C -0.133664 4.155373 -0.912147  -0.479
C -0.661464 3.043973 -0.325547  -0.708
N -0.171764 1.929873 -0.951847  0.560
C 0.636536 2.367573 -1.900047  -0.625
H 1.223236 4.284173 -2.532747  0.214
H -0.276564 5.195173 -0.707247  0.432
H -1.339964 2.961473 0.501153  0.444
H 1.195036 1.738573 -2.568347  0.455
C -5.391464 -0.264427 -2.162347  -0.713
O -4.356964 -1.006127 -1.520447  -0.317
P -2.924164 -0.375127 -1.131447  0.376
O -2.461864 -1.591127 -0.129147  -0.140
C -3.136064 -1.845727 1.107153  -0.693
O -1.932364 -0.819127 -2.360947  -0.217
C -2.118364 -2.020327 -3.140847  -0.700
H -6.134664 -0.991727 -2.483947  0.249
H -5.007364 0.275973 -3.027247  0.335
H -5.847364 0.436273 -1.462847  0.316
H -2.836164 -2.842927 1.424153  0.234
H -4.216864 -1.815027 0.969653  0.283
H -2.830564 -1.115427 1.859453  0.298
H -2.109964 -1.727527 -4.190847  0.253
H -3.067964 -2.500027 -2.897147  0.301
H -1.296764 -2.707227 -2.937947  0.303

Cartesian forces, eV/Å:
0.7 0.4 0.2
0.0 0.2 -0.2
0.1 -0.4 0.2
-0.2 0.4 -0.1
0.0 0.4 0.2
-0.7 0.5 0.8
0.5 0.1 -1.5
0.0 -0.5 -0.2
0.1 0.2 0.3
-0.2 -0.1 -0.2
0.0 -0.1 0.1
-0.1 0.0 0.0
0.1 0.0 0.1
0.0 0.0 0.0
-0.2 0.0 0.0
0.0 0.1 -0.1
0.0 -0.1 0.1
0.1 -0.1 0.0
0.0 0.1 0.1
0.1 0.1 0.0
0.1 -0.1 -0.2
-0.4 0.0 0.5
0.0 0.2 0.1
0.2 -1.0 -0.3
0.0 -0.5 0.0
0.0 -0.1 0.1
0.0 0.2 0.0
-0.1 0.1 0.1
0.1 0.0 -0.1
-0.3 0.3 -0.2
0.6 0.1 0.3
-0.9 -0.9 -0.4
0.3 0.2 -0.4
-0.1 -0.1 0.4
-0.1 0.8 0.5
0.1 -0.4 -0.2
0.1 0.1 0.0
-0.1 0.0 0.0
0.0 0.0 0.0
0.0 0.1 0.0
0.1 0.0 -0.1
0.0 -0.1 0.0
0.0 0.0 0.1
0.1 0.1 0.0
-0.1 0.1 0.0

(3)
C10H23N2OP in the gas phase, computed with the ωB97M-V functional and the def2-TZVPD basis.

The calculation puts the calculated total energy at -25056.165 eV. The calculation puts the LUMO energy (spin up / spin down) at 0.100 / 0.099 eV. The calculation puts the energy above the lowest of the compared OMol25 structures with the same formula, charge and spin at 2.9249 eV. The value obtained for the HOMO-LUMO gap (spin up / spin down) is 8.75 / 8.75 eV. Its net charge is 0.

Last column: Mulliken charge in e.
CARTESIAN COORDINATES (ANGSTROEM)
C 1.623551 1.027120 -0.363979  -0.872
C 0.463468 1.777783 0.183996  -0.179
C 2.534799 -1.047008 -2.641107  -1.716
C 1.555383 -2.433453 -0.841761  -1.602
C 0.234181 -2.265506 -2.974181  -1.567
C -1.220152 0.429999 2.694975  -1.390
C -1.782872 2.734082 1.721648  -1.523
C -3.073064 0.723081 1.102452  -1.781
C 1.206348 -1.491363 -1.846525  1.448
C -1.692755 1.199107 1.474789  1.035
N 0.490389 -0.356542 -1.547870  -0.308
N -0.695745 0.874334 0.439140  0.511
O -1.307072 -1.686435 0.047293  -0.708
P -0.860935 -0.378778 -0.527403  0.287
H 2.455409 1.464929 -0.994344  0.288
H 2.050260 0.195047 0.165586  0.331
H 0.766724 2.163637 1.297378  0.329
H 0.309677 2.676134 -0.345258  0.338
H 2.226109 -0.074141 -3.074739  0.439
H 3.347667 -0.839309 -1.937852  0.341
H 2.891593 -1.815158 -3.285390  0.463
H 2.214816 -3.097071 -1.360166  0.523
H 0.745712 -2.994274 -0.486279  0.435
H 2.176778 -1.808034 0.029999  0.135
H 0.562680 -3.288958 -3.205354  0.345
H -0.716539 -2.205833 -2.482368  0.470
H 0.298718 -1.718667 -3.843266  0.450
H -0.252959 0.770368 3.005760  0.353
H -2.011333 0.702299 3.510972  0.369
H -1.409920 -0.643745 2.470995  0.368
H -0.920630 2.923525 2.579405  0.291
H -2.746587 2.984157 2.060200  0.414
H -1.609653 3.325724 0.843039  0.365
H -3.819793 0.552266 1.819213  0.437
H -3.526060 1.356809 0.350888  0.411
H -2.890256 -0.176512 0.564531  0.490
H -1.693829 0.132019 -1.671506  -0.020

Cartesian forces, eV/Å:
-0.4 -2.5 -2.5
0.9 -0.7 4.2
-1.8 1.2 1.7
3.1 0.7 3.3
1.8 -0.2 3.0
-3.5 0.3 1.4
3.7 -1.1 2.2
0.7 0.1 -2.5
0.9 -0.7 -5.4
0.0 1.1 0.9
0.4 4.6 3.1
1.4 2.6 -0.1
0.3 1.2 -0.2
-0.9 -2.1 -4.3
-1.7 -0.1 0.5
-0.1 0.1 0.9
-0.4 -0.8 -2.4
-0.8 0.8 -1.0
0.6 -0.8 -0.5
-0.1 0.0 0.2
0.0 -0.4 -0.9
0.8 -0.8 0.3
-1.1 -0.5 1.1
-1.6 -2.1 -1.9
-0.1 0.2 0.5
-0.8 -0.5 -0.3
-0.2 1.4 -1.9
0.7 -0.4 0.2
1.6 -0.5 -0.9
0.9 0.6 0.3
-2.3 0.3 -2.2
-1.1 0.3 0.9
0.4 0.2 -0.4
-0.4 -0.1 1.6
0.0 0.5 -0.2
-0.6 -1.2 -0.1
0.0 -0.8 1.6

(4)
An isolated ion of composition C10H23NP and charge +1, computed with the ωB97M-V functional and the def2-TZVPD basis.

The calculation puts the calculated total energy at -21512.310 eV. The calculation puts the LUMO energy at -2.920 eV. The calculation puts the energy above the lowest of the compared OMol25 structures with the same formula, charge and spin at 2.5670 eV. The value obtained for the HOMO-LUMO gap is 10.02 eV. Its net charge is +1. As for the SMILES: C=CP(C)[C@@H]([NH2+]C)[C@H](C)C(C)C.

Last column: Mulliken charge in e.
CARTESIAN COORDINATES (ANGSTROEM)
C -3.319487 2.271080 -0.147230  -0.597
C -2.515168 1.408591 0.412955  -0.240
C 2.848697 1.507159 -0.118907  -1.546
C 1.902696 0.043693 1.570856  -1.446
C 0.304689 1.105135 -1.669729  -1.959
C 0.853071 -2.578526 -0.931988  -0.898
C -3.135161 -1.044708 1.264523  -1.223
C 1.936370 0.339956 0.149355  1.043
C 0.367097 0.505599 -0.311962  0.408
C -0.562884 -0.621212 -0.008209  -0.020
N -0.372294 -1.706254 -1.004993  -0.278
P -2.373646 -0.236562 -0.249964  -0.194
H -3.389518 3.250087 0.363334  0.305
H -3.629210 1.863106 -1.164047  0.257
H -2.001755 1.759266 1.313560  0.427
H 2.338374 2.542505 0.041627  0.274
H 3.652521 1.397664 0.590014  0.437
H 3.160067 1.444482 -1.223824  0.363
H 2.969405 -0.221163 1.938752  0.389
H 1.605007 1.026857 2.109633  0.298
H 1.151902 -0.726774 1.861987  0.275
H -0.717882 1.341281 -1.860578  0.441
H 0.766953 0.336407 -2.440674  0.328
H 0.927637 1.946453 -1.738329  0.543
H 0.950649 -2.999939 0.054052  0.342
H 0.654339 -3.491218 -1.519237  0.366
H 1.579816 -1.944319 -1.260013  0.393
H -3.681743 -1.901618 1.036022  0.409
H -3.850505 -0.290815 1.639721  0.341
H -2.453593 -1.391449 1.921059  0.456
H 2.520407 -0.587522 -0.457319  -0.146
H -0.116040 1.287582 0.356935  0.147
H -0.381509 -1.281127 0.913145  0.370
H -0.494123 -1.215086 -1.907773  0.485
H -1.214857 -2.338969 -1.121929  0.453

Cartesian forces, eV/Å:
0.0 0.1 -1.8
1.3 0.3 1.2
-1.2 1.7 -2.0
1.0 0.5 3.4
0.4 -3.2 -1.7
-2.9 -1.7 0.0
-1.6 2.0 -2.3
-0.8 -2.4 -2.7
2.1 1.8 2.3
-0.1 -2.7 1.0
-1.8 -1.9 -2.3
-0.7 -0.2 1.0
-0.7 -0.5 -1.1
-0.7 1.7 1.3
-0.1 -0.7 0.1
0.8 -1.8 -0.1
0.7 0.3 -0.2
0.0 0.5 1.8
-1.9 0.2 -0.3
0.4 -1.6 -0.6
0.9 0.4 0.0
-0.6 0.3 -0.9
-1.1 1.5 1.0
0.6 1.2 0.0
0.3 0.6 0.7
0.4 0.7 -0.4
2.5 0.8 -0.7
-1.2 -1.4 -0.8
0.6 -0.5 0.2
2.4 -0.4 2.6
-1.9 2.2 1.5
1.3 -0.5 -0.3
-0.2 2.0 -0.6
0.9 -0.3 -0.1
0.9 0.7 0.9

(5)
C10H24AgClN2O4 as an isolated structure, computed with the ωB97M-V functional and the def2-TZVPD basis.

The calculation puts the calculated total energy at -38446.612 eV. The calculation puts the LUMO energy at -4.124 eV. The calculation puts the energy above the lowest of the compared OMol25 structures with the same formula, charge and spin at 5.1117 eV. The value obtained for the HOMO-LUMO gap is 4.37 eV. Its net charge is 0.

Last column: Mulliken charge in e.
CARTESIAN COORDINATES (ANGSTROEM)
Ag -2.876255 5.637226 1.933944  0.774
Cl -1.011722 1.904679 2.134733  -0.775
C 2.282449 -2.409811 -6.084680  -0.720
O 1.058228 -1.957423 -5.510728  -0.339
C 1.260538 -1.591977 -4.150281  -0.603
C 0.103406 -0.754606 -3.594206  -0.446
O -0.039449 0.393514 -4.340794  -0.292
C -0.848190 1.435325 -3.747784  -0.703
H 3.010058 -1.604461 -5.984274  0.324
H 2.068937 -2.636393 -7.129277  0.243
H 2.656765 -3.336017 -5.648641  0.290
H 2.179360 -1.028257 -3.988791  0.353
H 1.377879 -2.564996 -3.673233  0.395
H 0.438984 -0.589873 -2.570315  0.362
H -0.804654 -1.356936 -3.567148  0.324
H -0.324677 1.833483 -2.878591  0.261
H -1.782023 1.030611 -3.357571  0.299
H -0.902893 2.263305 -4.454578  0.253
C 3.987645 2.212981 -0.770068  -0.971
C 4.683792 0.957234 -0.528441  0.705
O 5.551440 0.570231 -1.278389  -0.636
N 4.043872 0.154921 0.339327  -0.258
C 4.360375 -1.267089 0.536721  -0.785
H 3.957053 2.392322 -1.844774  0.286
H 4.333530 3.040117 -0.150142  0.262
H 2.928601 2.124771 -0.527672  0.303
H 3.094352 0.435743 0.538465  0.240
H 5.405043 -1.555299 0.419644  0.290
H 3.748421 -1.842737 -0.157720  0.253
H 4.014473 -1.570723 1.524773  0.310
C -5.188079 -1.573957 4.670589  -1.100
C -5.378476 -0.523574 5.692698  0.749
O -6.229890 -0.566200 6.584948  -0.644
N -4.478698 0.503272 5.713023  -0.184
C -4.379704 1.472564 6.780662  -0.834
H -5.898600 -2.399147 4.718757  0.300
H -4.176749 -1.962037 4.791880  0.296
H -5.281574 -1.165159 3.664476  0.326
H -3.856526 0.633085 4.928064  0.220
H -5.041329 2.302187 6.531481  0.267
H -3.395660 1.933773 6.696704  0.323
H -4.650053 1.025327 7.737212  0.282

Cartesian forces, eV/Å:
0.5 -0.9 0.0
-0.5 0.9 0.0
-0.9 0.3 -0.2
0.5 0.3 -0.1
-0.6 -0.4 -0.7
0.8 -1.5 0.1
-0.5 1.5 -0.4
1.3 -0.9 0.4
0.3 -0.2 -0.2
0.1 0.2 0.0
0.0 0.0 0.4
0.3 0.2 -0.3
-0.1 0.2 1.0
-0.3 0.4 0.5
-0.3 0.0 0.0
0.2 0.0 0.3
-0.4 0.2 -0.5
-0.5 -0.4 -0.2
-1.5 1.7 -0.1
-0.8 -1.5 -1.4
1.5 -0.2 0.1
0.2 -0.9 1.2
-0.9 0.1 0.0
0.6 0.4 0.2
0.3 0.1 -0.4
-0.1 -0.1 0.3
0.3 -0.2 0.4
-0.1 0.6 -0.1
0.2 -0.2 -0.2
0.2 0.2 0.1
0.2 -0.5 -0.9
-0.8 1.0 2.2
0.3 -0.3 -0.7
0.5 -0.6 -0.9
-0.4 0.5 -1.0
0.0 0.3 0.5
0.0 -0.1 -0.2
0.2 0.1 -0.1
0.0 -0.2 0.1
-0.5 0.1 0.5
0.2 -0.4 0.6
0.3 0.2 -0.1